# 1
DFT (ωB97M-V/def2-TZVPD) results for the molecule C6H6O at a distorted geometry.

Output
* energy above the lowest of the compared OMol25 structures with the same formula, charge and spin: 451.48 kJ/mol
* gap between HOMO and LUMO: 9.4 eV
* HOMO: -8.39 eV
* electronic energy: -307.2915 Eh
* structure (SMILES): C1=C[C@H]2C=C[C@@H]1O2

CARTESIAN COORDINATES (ANGSTROEM)
C1 -1.31 0.72 -0.16
C2 -1.22 -0.58 -0.36
C3 0.04 -1.19 0.31
C4 1.31 -0.54 -0.43
C5 1.30 0.82 -0.26
C6 0.07 1.03 0.63
O1 0.24 -0.33 1.31
H1 -2.29 1.30 -0.36
H2 -2.09 -1.16 -0.94
H3 -0.05 -2.15 0.73
H4 2.11 -1.29 -0.81
H5 1.86 1.53 -1.04
H6 0.01 1.83 1.38



# 2
DFT (ωB97M-V/def2-TZVPD) results for a structure of composition C21H51BF4GeO6Si3Ti at a distorted geometry.

Output
* energy above the lowest of the compared OMol25 structures with the same formula, charge and spin: 237.43 kJ/mol
* gap between HOMO and LUMO (alpha / beta): 5.7 / 7.0 eV
* HOMO (alpha / beta): -7.72 / -9.12 eV
* electronic energy: -5501.2514 Eh
* <S²>: 3.755
* 2S+1: 4
* net charge: +1

CARTESIAN COORDINATES (ANGSTROEM)
Ti1 -0.03 3.50 2.05
C1 0.30 5.52 4.38
C2 -0.96 5.98 3.71
O1 -1.47 4.83 2.92
C3 -2.68 4.94 2.07
C4 -2.89 3.47 1.68
O2 -1.70 2.72 1.17
C5 -1.40 2.61 -0.27
C6 -0.88 3.83 -0.92
O3 -0.04 4.44 0.05
C7 0.67 5.64 -0.38
C8 2.09 5.32 -0.82
O4 2.87 4.87 0.29
C9 3.52 3.62 0.21
C10 2.64 2.45 0.77
O5 1.85 2.80 1.97
C11 2.66 2.94 3.20
C12 2.42 4.35 3.68
O6 1.07 4.80 3.32
H1 0.01 4.77 5.20
H2 0.92 6.25 4.85
H3 -0.73 6.67 2.95
H4 -1.80 6.24 4.33
H5 -2.41 5.68 1.22
H6 -3.50 5.33 2.77
H7 -3.71 3.35 0.95
H8 -3.26 2.90 2.59
H9 -2.33 2.25 -0.73
H10 -0.72 1.83 -0.35
H11 -1.63 4.51 -1.39
H12 -0.19 3.59 -1.75
H13 0.70 6.38 0.42
H14 0.11 6.09 -1.19
H15 2.45 6.25 -1.29
H16 2.13 4.65 -1.65
H17 4.42 3.67 0.80
H18 3.81 3.42 -0.87
H19 3.30 1.58 0.92
H20 1.85 2.11 0.07
H21 3.73 2.66 3.11
H22 2.17 2.16 3.92
H23 3.16 4.98 3.11
H24 2.59 4.44 4.77
C13 1.85 -5.75 0.33
Si1 0.01 -5.26 0.04
C14 -0.57 -4.07 1.45
C15 -1.09 -6.75 -0.36
Ge1 0.12 -4.20 -2.15
Si2 1.32 -5.57 -3.83
C16 0.71 -7.34 -3.73
C17 1.07 -4.99 -5.62
C18 3.19 -5.54 -3.38
Si3 -2.10 -3.35 -2.73
C19 -2.93 -4.85 -3.37
C20 -1.60 -1.93 -3.91
C21 -3.03 -2.48 -1.27
H25 1.83 -6.80 0.40
H26 2.23 -5.41 1.36
H27 2.51 -5.44 -0.54
H28 -0.44 -3.01 1.08
H29 0.00 -4.14 2.39
H30 -1.69 -4.26 1.60
H31 -1.47 -6.69 -1.40
H32 -2.01 -6.69 0.23
H33 -0.63 -7.71 -0.25
H34 0.75 -7.84 -4.71
H35 -0.31 -7.46 -3.28
H36 1.38 -7.93 -3.17
H37 0.08 -5.34 -6.03
H38 1.87 -5.39 -6.21
H39 1.18 -3.86 -5.77
H40 3.88 -5.17 -4.18
H41 3.41 -6.63 -3.17
H42 3.41 -4.96 -2.45
H43 -3.72 -4.96 -2.60
H44 -2.43 -5.75 -3.63
H45 -3.50 -4.52 -4.25
H46 -0.79 -1.26 -3.59
H47 -2.48 -1.23 -4.06
H48 -1.34 -2.22 -5.00
H49 -3.60 -3.20 -0.65
H50 -3.78 -1.71 -1.70
H51 -2.40 -1.89 -0.57
F1 -2.24 1.49 5.66
B1 -1.90 2.72 5.85
F2 -0.95 2.99 6.75
F3 -2.58 3.63 5.17
F4 -0.30 2.37 3.41